No. 1
Below is a molecular structure, C18H17FN3O2Pt, with properties calculated with ωB97M-V/def2-TZVPD.

```
42
Properties=species:S:1:pos:R:3:forces:R:3
Pt -0.400222 -0.556733 -0.469737 -0.234 -0.292 -0.837
O 0.056523 -0.192852 2.197123 0.042 0.033 0.046
C -0.558882 1.043662 2.494260 0.012 -0.108 0.020
C -0.609913 1.947458 1.284737 0.066 -0.208 0.068
C -0.618365 3.320660 1.485769 -0.029 0.036 -0.076
C -0.729981 4.175939 0.407168 -0.022 0.076 0.036
C -0.837529 3.643409 -0.868335 -0.038 -0.014 0.041
C -0.816980 2.274578 -1.009353 -0.063 0.062 -0.018
N -0.695764 1.445250 0.045364 0.278 -0.724 -0.315
H -0.062682 -0.787875 2.945092 0.008 0.024 -0.004
H -0.002690 1.559298 3.280037 -0.062 0.100 0.000
H -1.587588 0.897402 2.842384 -0.021 0.012 -0.018
H -0.535075 3.709350 2.491655 0.002 -0.040 0.008
H -0.733437 5.247104 0.558218 -0.002 -0.005 0.003
H -0.939448 4.274825 -1.739000 0.015 -0.035 -0.011
H -0.899932 1.805753 -1.978026 -0.001 0.002 0.010
N 3.831990 -4.526769 -0.667113 0.039 0.006 -0.015
C 4.548183 -3.381313 -0.578766 -0.071 -0.022 0.016
O 5.756873 -3.364279 -0.512651 0.002 0.002 0.000
C 3.784048 -2.075185 -0.561006 0.078 -0.052 -0.057
C 4.529048 -0.918172 -0.372197 0.042 0.019 -0.003
C 3.892767 0.308701 -0.382524 0.005 0.004 -0.036
C 2.524039 0.342778 -0.566874 0.106 -0.138 -0.071
N 1.788872 -0.767843 -0.722735 0.211 0.498 0.495
C 2.418875 -1.949997 -0.728737 -0.178 0.040 -0.045
H 4.346621 -5.391538 -0.683484 0.002 -0.004 0.001
H 2.832013 -4.568372 -0.693879 -0.004 0.015 0.008
H 5.597904 -1.014567 -0.233779 -0.005 0.004 -0.005
H 4.445547 1.228075 -0.251856 -0.016 0.001 -0.012
H 1.992813 1.284383 -0.605307 -0.043 -0.005 0.074
H 1.780362 -2.809652 -0.894236 0.000 -0.022 0.071
F -6.440852 -0.258047 -0.379057 0.008 0.066 0.017
C -5.110709 -0.419403 -0.443781 -0.010 0.004 0.033
C -4.464268 -0.160822 -1.634625 -0.008 -0.218 -0.160
C -3.085447 -0.325007 -1.696024 -0.026 -0.005 -0.087
C -2.369297 -0.743156 -0.579069 0.051 0.812 0.833
C -3.061847 -1.024360 0.602981 -0.187 0.013 -0.083
C -4.435877 -0.848286 0.683629 0.010 -0.231 -0.007
H -5.038360 0.153292 -2.496076 0.008 -0.014 0.001
H -2.579677 -0.144001 -2.638785 0.020 0.175 0.056
H -2.529391 -1.400779 1.469530 0.035 0.207 0.062
H -4.982267 -1.032898 1.599064 -0.019 -0.072 -0.037
```
Positions in Å, forces in eV/Å.

Calculated values
Relative energy (zero: lowest compared OMol25 entry of this formula, charge and spin)   45.3 kcal per mole
Total charge   +1
LUMO energy   -4.414 eV
Calculated total energy   -1229.79847 hartree
Orbital gap   6.89 eV

=====

No. 2
Below is 5 unconnected molecules or ions with the total composition H11NO4, with properties calculated with ωB97M-V/def2-TZVPD.

```
16
Properties=species:S:1:pos:R:3:forces:R:3
N -1.780409 2.265905 -0.650422 1.906 -2.920 1.644
H -2.327756 2.689322 -1.281328 -2.803 1.663 -3.131
H -2.349338 1.849983 0.056816 -0.845 -0.888 0.308
H -1.416000 2.990990 -0.128449 1.726 2.103 1.241
H 0.259254 -1.108523 1.524396 -0.073 -1.517 0.274
H 0.879154 -1.310911 0.328324 0.227 -0.834 -0.361
O 0.553137 -1.922793 1.022133 -0.232 2.244 0.064
H 0.156315 -3.438167 -1.837192 0.429 -1.972 1.068
H -0.070135 -2.001895 -1.647841 -0.175 -0.077 -0.549
O -0.014822 -2.686480 -2.348522 -0.358 2.174 -0.399
H 0.582780 0.186075 -1.756735 0.941 0.179 -1.818
H -0.532900 0.947740 -0.986704 0.308 -0.215 0.086
O 0.137716 0.216840 -0.943460 -1.017 -0.085 1.543
H 1.290999 0.180762 3.110298 -1.417 -0.610 1.277
H 2.714872 0.634949 3.039691 -0.147 0.048 -0.160
O 1.917139 0.506206 2.498997 1.529 0.706 -1.086
```
Positions in Å, forces in eV/Å.

Calculated values
Relative energy (zero: lowest compared OMol25 entry of this formula, charge and spin)   19.0 kcal per mole
2S+1   2
Total charge   -1
LUMO energy (alpha / beta)   3.604 / 3.802 eV
Calculated total energy   -362.25143 hartree
Orbital gap (alpha / beta)   2.64 / 10.95 eV

=====

No. 3
Below is a single C5H12N2O molecule, with properties calculated with ωB97M-V/def2-TZVPD.

```
20
Properties=species:S:1:pos:R:3:forces:R:3
C -1.358481 -0.758854 2.447328 -1.533 0.833 1.186
C -1.830643 -0.788156 0.982128 1.126 -1.427 0.173
C -1.622865 0.505701 0.224462 0.748 -0.267 -0.366
C -0.115981 0.821459 0.079311 -0.270 0.374 -1.262
O 0.363801 1.863993 0.469667 0.467 0.078 0.502
N 0.549245 -0.072337 -0.720895 -1.301 -0.298 0.963
C 1.901086 -0.022971 -1.243210 -0.571 0.784 -0.590
N 2.019989 -1.076921 -2.244716 -0.306 0.506 1.229
H -1.109149 0.245033 2.817183 0.283 -0.044 -0.507
H -2.233890 -0.976393 3.089445 0.416 -0.284 -0.161
H -0.558226 -1.420710 2.764701 0.077 -0.159 -0.448
H -2.822142 -1.214344 0.884447 -0.499 0.490 0.196
H -1.239965 -1.600823 0.521996 -0.011 0.431 -0.235
H -2.087060 1.364634 0.709008 -0.002 -0.095 -0.044
H -1.994643 0.400714 -0.809131 -0.135 0.176 0.376
H -0.067256 -0.769461 -1.106685 0.469 -0.233 -0.246
H 1.997680 0.937369 -1.766183 0.296 -0.041 0.260
H 2.608810 -0.037660 -0.401948 0.008 -0.212 -0.372
H 2.447564 -1.889494 -1.825140 0.326 -0.037 -0.789
H 2.381416 -0.713919 -3.111865 0.410 -0.576 0.136
```
Positions in Å, forces in eV/Å.

Calculated values
Relative energy (zero: lowest compared OMol25 entry of this formula, charge and spin)   25.1 kcal per mole
SMILES string   CCCC(=O)NCN
LUMO energy   0.881 eV
Calculated total energy   -382.46257 hartree
Orbital gap   10.14 eV

=====

No. 4
Below is a gas-phase ion, C6H9O2 (charge -1), with properties calculated with ωB97M-V/def2-TZVPD.

```
17
Properties=species:S:1:pos:R:3:forces:R:3
C -0.933150 -2.146206 -1.755529 -0.598 0.163 1.258
C -0.019222 -1.045346 -1.299942 0.103 -0.537 -0.053
C -0.332031 -0.085543 -0.435919 0.349 0.321 -0.456
C 0.535749 1.099448 -0.211512 0.160 1.564 -0.088
C 0.589037 1.664198 1.222002 0.313 -0.996 0.182
C 0.317713 0.725830 2.421995 -0.261 -0.901 0.987
O -0.082662 -0.450199 2.229817 0.189 0.356 -0.403
O 0.488580 1.273322 3.539653 0.112 0.165 -0.387
H -1.751520 -2.191307 -1.022879 -0.236 0.143 -0.439
H -0.527149 -3.160007 -1.703109 0.391 0.169 -0.420
H -1.315547 -1.895235 -2.744808 -0.131 -0.407 -0.107
H 0.978801 -1.110640 -1.731437 0.028 0.494 -0.003
H -1.238086 -0.041724 0.157155 -0.244 -0.405 -0.362
H 0.270750 1.964521 -0.867072 -0.792 -0.493 0.262
H 1.534575 1.006213 -0.633103 0.428 -0.898 0.363
H 1.626559 1.954048 1.376579 -0.192 0.786 0.230
H -0.142400 2.438629 1.458108 0.379 0.474 -0.567
```
Positions in Å, forces in eV/Å.

Calculated values
Relative energy (zero: lowest compared OMol25 entry of this formula, charge and spin)   13.8 kcal per mole
SMILES string   C/C=C/CCC(=O)[O-]
Total charge   -1
LUMO energy   3.843 eV
Calculated total energy   -384.52363 hartree
Orbital gap   7.67 eV